[1]
This record from the OMol25 dataset describes a structure of composition C4H7NO at a distorted geometry. The level of theory is wB97M-V/def2-TZVPD.

Summary:
* HOMO-LUMO gap: 10.29 eV
* lowest unoccupied orbital energy: 0.0245 hartree
* calculated total energy: -7796.2367 eV

Each line ends with the Löwdin charge.
Cartesian coordinates (Å):
C 0.885144 1.680016 0.288239  -0.049
C -0.083347 0.494154 0.091398  -0.110
N -0.817081 -0.618967 -1.162579  0.052
C -0.732160 -1.653056 -0.104901  -0.157
C 0.494514 -0.850535 0.256888  -0.487
O 1.648037 -1.170026 0.113637  0.093
H 0.508858 2.649572 -0.045683  0.068
H 1.883591 1.502106 -0.116800  0.075
H 1.035593 1.788820 1.385570  0.097
H -1.025538 0.697123 0.589382  0.117
H -1.773813 -0.280696 -1.239764  0.073
H -0.471802 -2.671533 -0.394387  0.116
H -1.549581 -1.634392 0.631143  0.113

Forces on atoms 1 to 2 (eV/Å):
C -0.2 -0.2 -0.5
C -0.2 -0.2 0.1

[2]
This record from the OMol25 dataset describes the molecule C4H7NO at a distorted geometry. The level of theory is wB97M-V/def2-TZVPD.

Summary:
* HOMO-LUMO gap: 11.17 eV
* lowest unoccupied orbital energy: 0.0305 hartree
* structure (SMILES): COCCC#N
* calculated total energy: -7797.7203 eV

Each line ends with the Löwdin charge.
Cartesian coordinates (Å):
C 1.857948 0.307288 0.516875  -0.104
O 1.044118 -0.371133 -0.410239  -0.220
C -0.204297 0.223686 -0.686939  -0.213
C -1.216228 -0.700077 0.034498  -0.137
C -2.083420 -0.090866 1.051477  -0.221
N -2.733360 0.387595 1.882733  0.130
H 2.378014 1.105056 -0.019769  0.089
H 1.311385 0.721986 1.380855  0.096
H 2.592852 -0.403430 0.909020  0.091
H -0.273787 1.253436 -0.313438  0.125
H -0.341519 0.241263 -1.774520  0.124
H -0.467006 -1.305349 0.528221  0.117
H -1.797469 -1.351262 -0.627906  0.123

Forces on atoms 1 to 2 (eV/Å):
C 0.3 0.2 0.1
O 0.4 0.0 -0.4

[3]
This record from the OMol25 dataset describes a structure of composition C4H7NO at a distorted geometry. The level of theory is wB97M-V/def2-TZVPD.

Summary:
* HOMO-LUMO gap: 10.23 eV
* lowest unoccupied orbital energy: 0.0291 hartree
* calculated total energy: -7795.2702 eV

Each line ends with the Löwdin charge.
Cartesian coordinates (Å):
C -2.814097 -0.226716 -0.514381  -0.049
C -1.684248 0.555190 -0.162919  -0.134
C 2.139084 -0.569026 0.127587  -0.090
C 0.906594 0.319082 0.279574  -0.389
N -2.656090 -0.045408 0.727489  0.180
O -0.157463 -0.370297 -0.288082  -0.174
H -3.385446 -0.703440 -1.270857  0.109
H -1.450505 1.594077 -0.266453  0.115
H 3.017455 -0.072682 0.539347  0.070
H 1.974198 -1.512316 0.649042  0.073
H 2.308394 -0.780135 -0.928641  0.072
H 1.074172 1.280798 -0.238686  0.106
H 0.727957 0.530872 1.346985  0.111

Forces on atoms 1 to 2 (eV/Å):
C 1.4 0.9 0.3
C 3.0 -2.9 -0.5

The highest calculated total energy belongs to which entry?
number 3